# 1
8 unconnected molecules or ions with the total composition C5H26N10O8 in a non-equilibrium geometry, computed with wB97M-V/def2-TZVPD.

Last column: Löwdin charge in e.
CARTESIAN COORDINATES (ANGSTROEM)
O  2.639  2.230  -2.903  0.04
O  3.862  -0.458  -2.366  -0.07
O  2.658  -1.946  1.655  -0.08
O  -0.902  0.308  -1.732  -0.01
O  -1.612  -0.416  2.013  0.01
O  0.661  -0.348  0.541  -0.08
O  0.319  2.625  4.174  0.03
O  0.761  -4.207  -0.263  0.06
N  -0.612  0.076  -3.971  0.16
N  -1.419  3.463  2.956  0.13
N  -2.243  0.497  3.970  0.18
N  0.483  2.671  1.909  0.17
N  2.068  4.276  -3.706  0.15
N  -0.620  -1.775  -2.583  0.19
N  -1.210  -3.447  0.564  0.15
N  -1.865  -1.791  3.809  0.16
N  0.560  3.037  -2.475  0.15
N  -1.121  -5.427  -0.637  0.14
C  -1.951  -0.567  3.183  -0.63
C  -0.433  -4.342  -0.140  -0.69
C  1.822  3.129  -3.013  -0.66
C  -0.735  -0.423  -2.704  -0.65
C  -0.172  2.880  3.092  -0.69
H  -1.840  3.440  2.043  0.09
H  -2.279  1.403  3.538  0.07
H  1.264  4.808  -3.986  0.09
H  3.201  0.171  -2.061  0.00
H  1.894  -1.482  1.270  -0.03
H  -0.122  -0.151  1.086  0.00
H  0.112  3.037  1.054  0.09
H  -0.231  -2.243  -3.379  0.10
H  4.223  -0.037  -3.150  0.02
H  2.924  4.370  -4.217  0.11
H  -0.632  1.070  -4.094  0.09
H  -2.108  -3.715  0.922  0.09
H  -0.690  -5.936  -1.384  0.10
H  -1.214  -2.392  3.324  0.09
H  0.461  0.028  -0.327  0.01
H  -0.706  -2.638  0.892  0.07
H  -0.694  -2.129  -1.645  0.08
H  -0.011  3.859  -2.389  0.09
H  -0.578  -0.542  -4.760  0.10
H  -2.060  -5.628  -0.346  0.08
H  1.206  1.971  1.939  0.11
H  2.563  -1.856  2.607  0.02
H  -1.755  -1.824  4.810  0.10
H  -2.230  0.436  4.971  0.11
H  0.401  2.290  -1.817  0.07
H  -2.032  3.647  3.728  0.10

- net charge = 0
- frontier orbital gap (eV) = 9.877
- calculated total energy (eV) = -36893.224
- multiplicity = 1
- HOMO energy (eV) = -9.58
- SMILES string = NC(N)=O.NC(N)=O.NC(N)=O.NC(N)=O.NC(N)=O.O.O.O

***

# 2
8 unconnected molecules or ions with the total composition C5H26N2O10 in a non-equilibrium geometry, computed with wB97M-V/def2-TZVPD.

Last column: Löwdin charge in e.
CARTESIAN COORDINATES (ANGSTROEM)
O  -5.218  -11.720  25.879  -0.06
O  -3.528  -11.007  23.443  -0.07
O  1.586  -12.353  27.639  -0.03
O  -4.493  -16.159  29.922  0.02
O  -2.623  -9.845  29.168  -0.06
O  -3.064  -13.560  25.223  -0.10
O  -4.580  -11.969  29.175  -0.10
O  -3.874  -16.213  24.209  -0.04
O  -0.850  -13.687  28.091  -0.10
O  -0.333  -16.343  29.002  -0.10
N  -2.580  -16.746  30.974  0.15
N  -3.248  -14.514  30.868  0.16
C  -3.283  -10.390  30.302  -0.25
C  -3.506  -15.829  30.542  -0.69
C  -1.830  -13.607  25.944  -0.20
C  -1.994  -13.209  27.397  -0.21
C  -4.669  -10.792  29.990  -0.23
H  -3.335  -9.553  31.003  0.13
H  -3.788  -13.819  30.378  0.06
H  -4.030  -16.793  24.968  0.06
H  1.826  -11.738  26.932  0.06
H  -2.712  -10.496  28.456  0.06
H  -1.154  -12.936  25.405  0.13
H  -1.050  -16.780  28.530  0.02
H  -5.478  -12.205  28.914  0.09
H  -2.844  -17.685  30.747  0.10
H  -3.978  -16.778  23.433  0.06
H  -5.171  -11.061  30.926  0.13
H  -3.236  -14.446  24.869  0.06
H  -1.796  -16.462  31.508  0.09
H  -0.450  -15.373  28.776  0.02
H  -5.235  -10.045  29.442  0.13
H  -5.407  -12.157  26.713  0.01
H  -0.066  -13.191  27.765  0.06
H  -4.579  -12.317  25.443  0.00
H  -2.908  -13.572  27.839  0.11
H  -1.383  -14.603  25.899  0.13
H  2.422  -12.612  28.049  0.06
H  -2.694  -11.198  30.738  0.12
H  -1.987  -12.113  27.415  0.11
H  -3.244  -11.874  23.772  0.00
H  -2.351  -14.214  31.191  0.09
H  -4.092  -10.651  24.148  0.02

- net charge = 0
- frontier orbital gap (eV) = 9.878
- calculated total energy (eV) = -29062.397
- multiplicity = 1
- HOMO energy (eV) = -9.74
- SMILES string = NC(N)=O.OCCO.OCCO.O.O.O.O.O

***

# 3
9 unconnected molecules or ions with the total composition C5H26N2O9 in a non-equilibrium geometry, computed with wB97M-V/def2-TZVPD.

Last column: Löwdin charge in e.
CARTESIAN COORDINATES (ANGSTROEM)
O  -0.280  3.671  -2.124  0.01
O  -1.380  2.124  -0.032  -0.05
O  0.069  1.133  2.362  -0.02
O  2.035  -2.967  1.201  0.00
O  -4.030  0.866  0.641  -0.03
O  0.896  -2.696  -2.224  -0.09
O  1.704  1.627  -2.412  0.02
O  3.081  -1.328  -1.771  -0.05
O  1.707  2.928  0.423  -0.03
N  0.359  0.025  0.280  0.12
N  -1.158  -0.917  3.415  0.06
C  -1.238  -1.602  1.088  -0.10
C  -0.437  -1.439  2.310  -0.29
C  -1.136  -1.057  -1.332  -0.09
C  -0.720  -0.974  -0.054  -0.40
C  0.549  -0.037  1.791  -0.21
H  2.510  2.014  -2.268  0.02
H  3.909  -1.570  -1.534  -0.02
H  -0.774  1.527  2.135  0.09
H  0.330  -2.240  2.427  0.09
H  -2.103  1.575  0.202  -0.01
H  1.719  0.719  -2.251  -0.01
H  1.603  3.913  0.206  0.11
H  0.276  2.955  -2.170  -0.05
H  -0.651  -0.639  -2.173  0.02
H  0.079  1.043  -0.099  0.16
H  0.020  -2.404  -2.733  0.11
H  -4.140  0.738  -0.303  0.05
H  1.147  -0.294  -0.322  0.14
H  1.615  -0.039  1.998  0.14
H  -1.603  2.698  -0.812  0.08
H  -2.229  -2.052  1.087  0.09
H  -2.076  -0.629  3.138  0.07
H  2.688  -2.068  -2.357  0.08
H  -3.714  0.062  1.007  0.00
H  1.018  2.599  0.874  -0.09
H  1.347  -3.022  1.719  -0.10
H  2.163  -2.378  0.416  0.05
H  -0.805  3.489  -2.844  0.01
H  -1.956  -1.711  -1.667  0.06
H  -0.840  -0.622  4.269  0.05
H  0.447  -3.022  -1.509  -0.03

- net charge = 0
- frontier orbital gap (eV) = 6.451
- calculated total energy (eV) = -27009.341
- multiplicity = 1
- HOMO energy (eV) = -6.16

***

# 4
6 unconnected molecules or ions with the total composition C5H26N3O5 in a non-equilibrium geometry, computed with wB97M-V/def2-TZVPD.

Last column: Löwdin charge in e.
CARTESIAN COORDINATES (ANGSTROEM)
O  -0.064  2.313  -0.033  -0.07
O  -1.975  1.285  1.863  -0.07
O  -2.694  1.606  -1.943  -0.04
O  2.835  2.552  -0.001  -0.04
O  -1.839  -1.392  2.786  -0.06
N  0.933  0.537  2.350  0.01
N  1.041  -1.577  0.108  -0.05
N  -1.435  -0.811  -0.785  0.23
C  2.183  -0.006  1.791  -0.23
C  0.800  -1.773  -1.303  -0.18
C  -0.337  -0.873  -1.848  -0.31
C  -0.901  -1.368  -3.170  -0.02
C  1.849  -0.377  0.352  -0.23
H  2.813  -0.390  -0.174  0.13
H  -1.972  -1.539  -3.135  0.09
H  -0.496  -2.331  -3.488  0.09
H  -1.468  -1.885  3.538  0.07
H  3.280  3.322  -0.369  0.06
H  -0.569  -0.670  -3.931  0.10
H  0.424  2.171  0.799  0.01
H  -2.556  2.368  -1.370  0.05
H  -1.677  -1.753  -0.493  0.17
H  -3.634  1.400  -2.001  0.06
H  -0.061  3.275  -0.112  0.07
H  1.158  0.397  0.066  0.07
H  -1.123  -0.228  -0.014  0.10
H  0.201  -0.115  2.107  0.03
H  1.488  -2.388  0.507  0.12
H  2.992  0.715  1.781  0.10
H  0.013  0.155  -1.889  0.14
H  1.030  0.889  3.287  0.10
H  -1.087  1.140  1.524  -0.05
H  3.264  1.697  -0.027  0.01
H  -2.241  0.795  2.645  0.02
H  -2.719  -1.793  2.767  0.06
H  1.638  -1.439  -1.928  0.13
H  -2.220  -0.348  -1.247  0.12
H  2.573  -0.758  2.487  0.12
H  0.549  -2.807  -1.496  0.13

- net charge = +1
- frontier orbital gap (eV) = 9.794
- calculated total energy (eV) = -20308.454
- multiplicity = 1
- HOMO energy (eV) = -12.33

***

# 5
9 unconnected molecules or ions with the total composition C5H26O9S in a non-equilibrium geometry, computed with wB97M-V/def2-TZVPD.

Last column: Löwdin charge in e.
CARTESIAN COORDINATES (ANGSTROEM)
S  -0.483  -1.287  -3.021  0.83
O  2.453  2.247  1.077  -0.06
O  -2.437  -1.201  2.495  -0.07
O  1.441  -1.322  1.107  0.00
O  -3.314  1.375  2.731  -0.06
O  1.512  3.643  -1.166  -0.06
O  1.280  0.770  3.035  -0.09
O  -1.999  2.225  0.440  -0.04
O  -0.809  3.018  -2.064  -0.02
O  3.729  0.098  -1.718  -0.05
C  0.397  -3.348  0.577  -0.09
C  0.553  -2.141  1.378  -0.23
C  -0.489  -2.806  -1.977  -0.44
C  0.667  -2.834  -0.944  -0.18
C  -1.171  0.049  -2.088  -0.46
H  -0.539  0.495  -1.417  -0.03
H  -2.769  -0.309  2.362  -0.02
H  -2.002  -0.113  -1.451  0.04
H  2.937  1.561  0.771  -0.04
H  -1.289  0.944  -2.793  0.06
H  1.398  2.877  -0.545  0.04
H  1.067  -1.805  -0.798  0.07
H  -1.728  2.246  -0.486  0.01
H  2.757  -0.323  -1.687  0.10
H  0.812  0.161  2.392  0.04
H  -2.878  1.700  1.929  -0.01
H  -0.723  -3.706  0.615  0.15
H  -1.300  3.721  -2.385  0.03
H  4.136  -0.464  -2.272  -0.05
H  -0.272  -2.106  2.199  0.14
H  -0.413  -3.582  -2.670  0.04
H  -0.127  3.185  -1.455  -0.03
H  2.185  3.376  -1.790  0.06
H  1.422  -3.342  -1.194  0.02
H  -2.664  0.974  3.330  0.05
H  -3.158  -1.835  2.679  0.06
H  2.087  0.273  2.734  0.06
H  0.895  -4.202  0.682  0.07
H  -1.534  2.786  1.044  0.05
H  -1.407  -2.928  -1.484  0.05
H  1.776  1.933  1.825  0.08

- net charge = 0
- frontier orbital gap (eV) = 8.924
- calculated total energy (eV) = -34866.114
- multiplicity = 1
- HOMO energy (eV) = -8.68
- SMILES string = CSCCCC=O.O.O.O.O.O.O.O.O

***

# 6
7 unconnected molecules or ions with the total composition C5H27N2O6 in a non-equilibrium geometry, computed with wB97M-V/def2-TZVPD.

Last column: Löwdin charge in e.
CARTESIAN COORDINATES (ANGSTROEM)
O  2.964  -0.442  0.587  -0.04
O  -2.293  2.863  1.438  -0.07
O  0.767  3.477  2.295  -0.05
O  -2.274  2.244  -1.264  -0.06
O  1.184  1.336  -2.512  -0.08
O  1.665  2.102  0.030  -0.09
N  0.605  -0.775  -0.411  0.18
N  -0.132  0.695  1.925  0.01
C  -0.915  -2.569  0.042  -0.14
C  -0.231  -0.797  1.848  -0.17
C  0.140  -3.699  -2.036  -0.11
C  -0.576  -1.121  0.404  -0.30
C  -0.980  -2.766  -1.526  -0.23
H  0.453  -0.642  -1.423  0.14
H  1.769  2.975  0.448  0.07
H  1.131  -3.650  -1.610  0.05
H  -1.401  -0.473  0.097  0.16
H  -0.195  3.386  2.331  0.02
H  1.279  1.766  -1.638  -0.02
H  -1.050  -1.252  2.433  0.14
H  -1.651  2.214  -2.022  0.07
H  3.725  -0.972  0.326  0.07
H  0.264  -3.603  -3.103  0.07
H  1.232  1.604  0.751  0.00
H  -3.016  1.823  -1.726  0.07
H  0.006  -4.765  -1.739  0.10
H  -0.934  1.195  1.574  0.04
H  -1.157  -1.754  -2.005  0.12
H  3.302  0.389  0.942  0.07
H  1.094  3.690  3.172  0.06
H  -0.257  -3.352  0.461  0.13
H  -1.878  -3.311  -1.805  0.10
H  0.771  -1.026  2.154  0.11
H  0.020  0.928  2.904  0.10
H  -3.166  3.267  1.550  0.06
H  1.606  1.944  -3.126  0.05
H  0.887  0.240  -0.221  0.11
H  -1.960  -2.786  0.298  0.12
H  -2.250  2.938  0.463  0.01
H  1.450  -1.324  -0.305  0.13

- net charge = +1
- frontier orbital gap (eV) = 10.860
- calculated total energy (eV) = -20882.876
- multiplicity = 1
- HOMO energy (eV) = -13.27